Entry 1:
The following is a quantum chemistry calculation of a structure of composition C16H42N2O8Rb in a non-equilibrium geometry, from OMol25.

Cartesian coordinates (Å):
Rb  1.608  -7.264  25.108
C  2.609  3.004  25.997
O  2.547  1.633  26.211
C  1.747  1.267  27.340
C  1.804  -0.251  27.519
N  1.288  -0.656  28.855
C  1.396  -2.124  29.006
C  2.825  -2.700  29.212
O  3.353  -3.080  27.950
C  4.779  -3.073  27.920
H  1.693  3.420  25.578
H  3.342  3.022  25.191
H  3.151  3.618  26.716
H  0.746  1.670  27.187
H  2.139  1.609  28.298
H  2.855  -0.525  27.425
H  1.124  -0.638  26.760
H  2.028  -0.346  29.468
H  1.065  -2.668  28.121
H  0.747  -2.369  29.847
H  2.722  -3.655  29.728
H  3.564  -2.212  29.848
H  5.117  -2.037  27.911
H  4.950  -3.583  26.972
H  5.131  -3.687  28.749
C  -2.718  -6.248  27.661
O  -2.629  -5.700  26.348
C  -3.762  -4.840  26.110
C  -3.557  -4.113  24.788
N  -2.284  -3.415  24.717
C  -2.051  -2.786  23.384
C  -2.930  -1.486  23.118
O  -2.680  -0.605  24.144
C  -3.392  0.637  24.055
H  -2.345  -7.267  27.769
H  -3.760  -6.248  27.981
H  -2.130  -5.762  28.440
H  -3.827  -4.089  26.898
H  -4.738  -5.319  26.034
H  -4.395  -3.425  24.676
H  -3.609  -4.877  24.012
H  -2.309  -2.601  25.315
H  -2.167  -3.625  22.698
H  -1.033  -2.469  23.160
H  -3.988  -1.725  23.014
H  -2.670  -1.068  22.145
H  -3.075  1.421  24.743
H  -4.454  0.532  24.279
H  -3.501  0.926  23.010
C  1.965  -14.666  21.793
C  2.463  -13.396  21.087
O  2.115  -12.248  21.873
O  0.570  -14.711  21.816
H  2.365  -14.652  22.807
H  2.379  -15.484  21.203
H  2.062  -13.406  20.074
H  3.539  -13.475  20.933
H  2.872  -11.787  22.241
H  0.411  -15.252  22.593
C  4.947  -11.506  26.638
C  6.104  -10.923  25.776
O  5.619  -10.188  24.670
O  4.369  -10.364  27.337
H  5.251  -12.231  27.393
H  4.196  -11.947  25.982
H  6.888  -11.589  25.415
H  6.672  -10.222  26.387
H  6.306  -9.578  24.391
H  4.562  -10.271  28.272

Computed properties:
charge: +1
relative energy (zero: lowest compared OMol25 entry of this formula, charge and spin): 3.534 eV
E: -1369.92026 Eh
HOMO-LUMO gap: 7.22 eV
E_LUMO: -3.60 eV
HOMO: -0.398 Eh

---

Entry 2:
The following is a quantum chemistry calculation of a cluster of 3 separate species, C5H11NO in total in a non-equilibrium geometry, from OMol25.

Cartesian coordinates (Å):
C  -1.113  1.879  -0.002
C  0.082  1.608  0.891
N  1.129  0.840  0.084
C  0.875  -0.717  -1.797
C  0.813  -0.466  -0.454
C  -1.045  -1.210  0.472
O  -0.472  -1.532  1.529
H  -1.403  0.894  -0.381
H  -1.944  2.285  0.595
H  -0.785  2.610  -0.752
H  0.506  2.540  1.276
H  -0.155  0.940  1.736
H  1.395  1.562  -0.534
H  -1.165  -3.672  -2.651
H  0.725  -1.756  -2.165
H  1.335  0.073  -2.391
H  1.045  -1.299  0.221
H  -1.353  -4.364  -2.442

Computed properties:
charge: +1
relative energy (zero: lowest compared OMol25 entry of this formula, charge and spin): 5.135 eV
E: -326.63539 Eh
HOMO-LUMO gap (spin up / spin down): 9.93 / 7.38 eV
multiplicity: 2
E_LUMO (spin up / spin down): -5.45 / -8.04 eV
HOMO (spin up / spin down): -0.565 / -0.566 Eh

---

Entry 3:
The following is a quantum chemistry calculation of a structure of composition C17H34AlBe2Cl2F4K2N3O12PS in a non-equilibrium geometry, from OMol25.

Cartesian coordinates (Å):
C  0.387  -2.317  0.726
N  -0.150  -1.992  -0.622
C  -1.317  -2.861  -1.016
C  0.855  -1.923  -1.616
O  1.151  -0.865  -2.055
C  1.580  -3.173  -2.226
N  1.869  -4.198  -1.312
O  0.719  -4.926  -1.003
C  0.369  -5.734  -1.976
N  -0.171  -6.151  -2.902
H  0.902  -3.275  0.790
H  -0.400  -2.262  1.473
H  1.129  -1.555  0.962
H  -1.213  -3.115  -2.065
H  -2.332  -2.445  -0.762
H  -1.213  -3.781  -0.452
H  2.535  -2.814  -2.595
H  1.001  -3.484  -3.110
K  -1.701  -0.093  -0.066
C  -3.770  0.802  6.610
C  -2.328  0.607  7.094
C  -1.541  -0.023  5.940
S  -2.350  0.514  4.433
O  -2.915  -0.638  3.765
O  -1.486  1.439  3.716
C  -3.665  1.427  5.221
H  -4.342  1.433  7.288
H  -4.271  -0.167  6.547
H  -1.896  1.578  7.349
H  -2.282  -0.016  7.984
H  -0.505  0.307  5.926
H  -1.584  -1.113  5.973
H  -4.576  1.339  4.635
H  -3.356  2.471  5.278
C  -3.774  -5.854  0.827
Cl  -4.272  -4.872  -0.554
Cl  -2.819  -4.938  1.964
H  -4.661  -6.226  1.330
H  -3.153  -6.704  0.465
C  2.238  6.881  -3.491
O  2.657  6.031  -2.435
P  3.253  4.487  -2.560
O  4.706  4.794  -2.611
O  2.661  4.208  -4.081
C  1.266  4.236  -4.376
O  3.475  2.768  -2.314
C  2.275  2.020  -1.986
H  2.403  7.903  -3.153
H  2.791  6.705  -4.412
H  1.163  6.781  -3.653
H  1.096  4.952  -5.178
H  0.662  4.532  -3.507
H  0.944  3.253  -4.726
H  1.586  1.988  -2.832
H  1.796  2.459  -1.105
H  2.563  1.001  -1.741
Be  4.611  1.367  -2.980
F  -2.893  -3.542  6.371
Al  -3.253  -5.192  6.076
F  -4.239  -5.310  4.658
F  -4.087  -5.847  7.395
F  -1.800  -6.049  5.810
C  -3.937  4.684  -0.456
C  -4.231  3.494  0.470
O  -3.932  2.353  -0.064
O  -4.667  3.748  1.575
H  -3.564  4.269  -1.380
H  -4.810  5.294  -0.678
H  -3.182  5.329  0.005
O  7.681  -0.320  -3.818
C  7.092  -0.034  -4.846
C  8.362  0.310  -6.124
O  7.737  0.608  -7.127
H  6.458  0.883  -4.856
H  6.458  -0.803  -5.323
H  8.963  -0.617  -6.109
H  8.993  1.071  -5.629
Be  -2.254  -8.360  0.881
K  -1.493  3.264  -1.654

Computed properties:
charge: +1
E: -5265.86018 Eh
HOMO-LUMO gap: 1.80 eV
E_LUMO: -8.82 eV
HOMO: -0.390 Eh

---

Entry 4:
The following is a quantum chemistry calculation of a structure of composition C17H24N4O2S in a non-equilibrium geometry, from OMol25.

Cartesian coordinates (Å):
C  2.660  -0.009  1.208
H  3.203  0.898  1.083
O  3.206  -1.159  0.744
C  2.671  -2.345  0.783
C  2.024  -2.718  -0.698
N  1.122  -1.948  -0.981
C  -0.048  -1.906  -0.451
N  -1.003  -1.046  -1.145
N  -0.134  -0.419  -1.978
C  1.045  -0.882  -1.841
C  2.246  -0.742  -2.569
C  2.180  0.814  -3.028
H  1.267  1.348  -3.605
H  2.193  1.468  -1.936
H  2.993  1.246  -3.642
C  2.454  -1.355  -3.869
H  3.267  -0.930  -4.485
H  1.532  -1.109  -4.499
H  2.190  -2.471  -3.673
H  3.233  -0.799  -1.931
S  -0.864  -3.143  0.591
C  -2.460  -2.793  0.839
C  -2.860  -1.568  1.754
O  -3.163  -1.694  2.911
N  -2.752  -0.459  0.959
C  -2.662  1.014  1.674
C  -3.071  1.446  2.819
C  -3.231  2.465  3.379
C  -2.468  3.606  2.584
C  -2.031  3.385  1.359
C  -2.140  1.927  0.854
H  -1.695  1.782  -0.244
C  -1.527  4.417  0.502
H  -0.714  5.100  0.941
H  -2.248  5.167  0.128
H  -1.119  3.887  -0.325
H  -2.744  4.622  2.796
H  -3.386  2.814  4.512
H  -3.525  0.442  3.505
H  -2.035  -0.510  0.209
H  -2.855  -2.349  -0.136
H  -2.889  -3.656  1.289
H  2.941  -2.920  -1.352
H  1.757  -3.774  -0.434
H  1.961  -2.469  1.485
H  3.385  -2.997  1.120
H  1.740  0.284  0.574
H  2.354  0.039  2.218

Computed properties:
charge: 0
relative energy (zero: lowest compared OMol25 entry of this formula, charge and spin): 14.605 eV
E: -1429.43699 Eh
HOMO-LUMO gap: 8.79 eV
E_LUMO: 0.48 eV
HOMO: -0.305 Eh

---

Entry 5:
The following is a quantum chemistry calculation of a cluster of 12 separate species, H25O12 in total in a non-equilibrium geometry, from OMol25.

Cartesian coordinates (Å):
O  -3.547  1.922  -0.740
H  0.591  -2.899  1.005
H  -3.615  0.803  0.720
O  3.086  2.027  -0.320
H  3.372  1.681  -1.142
H  3.790  1.949  0.329
O  1.968  -3.271  -1.128
H  -0.662  1.128  -3.979
O  2.073  0.208  -3.179
H  1.844  -4.140  -1.567
H  1.543  -0.470  -2.741
O  -2.009  0.155  -1.345
H  -2.679  -0.258  -0.135
H  -2.370  0.674  -2.061
O  -0.431  1.540  -3.129
H  0.050  -0.688  3.735
H  0.409  1.916  -3.441
O  -1.988  2.045  2.304
H  -1.371  1.390  2.686
H  -3.860  2.326  -1.553
O  0.277  0.953  0.431
H  -2.719  2.242  2.895
H  1.093  1.382  0.294
O  -3.101  -0.017  0.893
H  2.724  -3.058  -1.691
H  -2.375  0.238  1.511
O  1.036  -3.545  1.586
H  1.341  -3.888  0.706
H  -1.174  0.526  -1.023
O  -0.212  -0.029  3.080
H  2.051  -0.015  -4.119
H  -2.859  2.484  -0.357
O  2.283  -1.631  2.921
H  0.049  0.130  0.834
H  2.658  -2.507  3.029
H  0.648  0.132  2.681
H  2.085  -1.433  2.010

Computed properties:
charge: +1
relative energy (zero: lowest compared OMol25 entry of this formula, charge and spin): 2.519 eV
E: -917.57591 Eh
HOMO-LUMO gap: 10.67 eV
E_LUMO: -2.87 eV
HOMO: -0.498 Eh

---

Please write out number 4 again, unchanged.
The following is a quantum chemistry calculation of a structure of composition C17H24N4O2S in a non-equilibrium geometry, from OMol25.

Cartesian coordinates (Å):
C  2.660  -0.009  1.208
H  3.203  0.898  1.083
O  3.206  -1.159  0.744
C  2.671  -2.345  0.783
C  2.024  -2.718  -0.698
N  1.122  -1.948  -0.981
C  -0.048  -1.906  -0.451
N  -1.003  -1.046  -1.145
N  -0.134  -0.419  -1.978
C  1.045  -0.882  -1.841
C  2.246  -0.742  -2.569
C  2.180  0.814  -3.028
H  1.267  1.348  -3.605
H  2.193  1.468  -1.936
H  2.993  1.246  -3.642
C  2.454  -1.355  -3.869
H  3.267  -0.930  -4.485
H  1.532  -1.109  -4.499
H  2.190  -2.471  -3.673
H  3.233  -0.799  -1.931
S  -0.864  -3.143  0.591
C  -2.460  -2.793  0.839
C  -2.860  -1.568  1.754
O  -3.163  -1.694  2.911
N  -2.752  -0.459  0.959
C  -2.662  1.014  1.674
C  -3.071  1.446  2.819
C  -3.231  2.465  3.379
C  -2.468  3.606  2.584
C  -2.031  3.385  1.359
C  -2.140  1.927  0.854
H  -1.695  1.782  -0.244
C  -1.527  4.417  0.502
H  -0.714  5.100  0.941
H  -2.248  5.167  0.128
H  -1.119  3.887  -0.325
H  -2.744  4.622  2.796
H  -3.386  2.814  4.512
H  -3.525  0.442  3.505
H  -2.035  -0.510  0.209
H  -2.855  -2.349  -0.136
H  -2.889  -3.656  1.289
H  2.941  -2.920  -1.352
H  1.757  -3.774  -0.434
H  1.961  -2.469  1.485
H  3.385  -2.997  1.120
H  1.740  0.284  0.574
H  2.354  0.039  2.218

Computed properties:
charge: 0
relative energy (zero: lowest compared OMol25 entry of this formula, charge and spin): 14.605 eV
E: -1429.43699 Eh
HOMO-LUMO gap: 8.79 eV
E_LUMO: 0.48 eV
HOMO: -0.305 Eh

---

Q: What is the formula in the fourth record?
A: C17H24N4O2S